The following is a quantum chemistry calculation of a structure of composition C24H21ClIN8O4Pd in a non-equilibrium geometry, from OMol25.

Computed properties:
- LUMO energy (alpha / beta): -6.0911 / -6.3564 eV
- Charge: +1
- HOMO-LUMO gap (alpha / beta): 0.169 / 0.159 Eh

Geometry (Å):
I 2.4877 1.7674 -1.7902
N -2.8108 -0.4638 -1.4624
C 2.5620 -1.9830 4.5824
H 0.5504 6.5970 -1.1066
H -1.7115 -2.2207 -3.8401
H 3.5664 -0.9702 6.1706
O 0.2796 3.6122 -3.6643
H 0.7679 -6.2922 -0.4615
N -0.9368 0.6563 -1.1257
C -0.2612 6.1116 -1.6467
H 1.7840 4.1960 1.0116
H -1.4909 -4.7882 -3.7670
H -1.9752 2.8227 -5.7602
C -0.7255 -3.2778 -0.8558
H 0.2802 -0.6569 -2.3110
O -1.6993 4.2963 -0.9077
H 3.1459 -2.8865 4.6531
H -0.2395 3.1773 -6.1123
C -2.2693 0.5758 -0.8912
H 0.0202 -0.6814 2.7564
C 2.7904 -0.9112 5.4225
Pd 0.0523 2.6976 -1.5002
H 0.5382 2.3390 4.9602
H -0.9778 1.1482 1.6182
H -1.1361 6.7630 -1.6975
C 1.5639 -1.8903 3.6104
H -0.8601 -2.3606 -0.3023
H 0.0834 5.8934 -2.6628
C 0.1964 -5.5104 -0.9323
C -1.2545 -3.4349 -2.1238
H -3.0919 -2.5054 -2.7481
O -1.4152 2.3395 -3.1708
N 0.3502 2.1954 2.9399
C -0.6039 4.8058 -1.0224
C -0.6802 2.8995 -4.0115
C 0.7963 -0.7309 3.5055
C 0.0177 -4.3003 -0.2659
C 0.1942 1.5961 4.2391
C -0.6825 -0.3813 -1.9161
C -0.2170 1.8861 1.7728
C 1.1826 3.4418 1.4815
H -0.2340 -6.6111 -2.7036
C -1.0751 -4.6492 -2.7818
N 1.4029 -4.8584 1.7058
N 1.8362 -4.1932 2.7565
C 1.0255 0.3381 4.3557
O 0.5617 -2.8466 1.6054
C 2.0333 0.2448 5.3078
Cl -0.6341 0.8901 -5.6917
H -2.8198 1.2836 -0.3039
C -0.3624 -5.6760 -2.1837
N 0.2885 2.6618 0.8255
C -0.9386 2.6248 -5.4879
C 0.6463 -4.0579 1.0069
H 2.2230 1.0781 5.9653
C 1.3416 -2.9870 2.7010
C -2.0159 -2.3088 -2.7918
N -1.8157 -1.0565 -2.1176
H -0.8626 1.3749 4.4094
N 1.2308 3.1757 2.7565

Forces on the atoms, in the same order (eV/Å):
-0.71 0.43 0.12
-1.14 -0.01 0.29
-0.15 0.06 -0.16
0.03 0.05 -0.09
-0.11 0.07 0.15
0.05 -0.01 0.04
1.33 0.45 0.88
0.11 -0.12 0.04
0.81 -0.17 -0.41
0.94 0.43 0.50
0.14 0.06 -0.04
-0.05 -0.03 -0.19
0.15 0.03 0.09
0.15 -0.20 0.08
0.01 -0.01 -0.09
3.89 1.39 0.53
0.06 -0.10 0.01
-0.13 -0.07 0.00
0.24 -0.32 -0.21
-0.09 -0.05 -0.09
0.00 -0.04 0.03
0.27 1.14 2.50
-0.19 -0.06 -0.08
-0.08 -0.21 0.08
-0.07 -0.27 0.27
-0.10 0.59 0.19
-0.02 0.05 0.01
0.06 -0.27 0.16
-0.02 0.25 0.25
0.07 -0.10 0.04
0.18 0.12 -0.12
-0.45 0.10 -0.69
-0.50 0.21 -1.13
-4.51 -2.42 -2.23
-1.59 -0.84 -0.57
0.20 -0.22 0.11
-0.38 0.14 -0.54
0.10 -0.55 0.67
-0.25 0.14 0.19
-0.12 -0.02 -0.12
-0.06 -0.14 0.15
0.01 -0.11 -0.09
-0.01 0.21 0.08
-0.99 -0.90 -2.12
0.60 1.61 1.87
0.15 -0.01 0.17
-0.14 0.35 -0.13
-0.18 0.04 -0.09
0.06 -0.30 -0.26
-0.17 0.11 0.07
-0.10 0.00 -0.06
0.18 0.10 -1.22
0.19 0.34 0.23
0.70 -0.49 0.93
0.04 0.13 0.11
0.24 -1.21 -0.23
-0.18 -0.75 -0.30
0.69 0.62 0.10
0.08 0.14 -0.06
0.75 0.66 0.40

Charges computed using Mulliken, reported in e: 0.017 -1.049 -1.002 0.332 0.427 0.417 -0.653 0.549 0.639 -1.120 0.479 0.483 0.317 -0.147 0.357 -0.271 0.540 0.346 -0.598 0.457 -0.701 0.406 0.393 0.611 0.364 -0.065 0.847 0.279 -0.901 0.769 0.354 -0.689 1.002 0.807 0.869 -0.023 -0.086 -1.208 -0.434 -0.689 -0.699 0.416 -0.923 -0.465 -0.487 1.207 -0.251 -0.762 -0.157 0.545 -0.624 0.457 -0.504 0.551 0.396 0.655 -1.089 0.972 0.317 -0.980